Record 1
Density functional theory data (ωB97M-V/def2-TZVPD) for a cluster of 9 separate species, C41H64N3O24 in total at a distorted geometry.

XYZ file:
```
132
C41H64N3O24 ωB97M-V/def2-TZVPD
N 0.5016 -2.2323 0.1458
C 0.7194 -2.4884 -1.3259
C 0.1957 -1.3222 -2.3401
C -0.0145 0.1606 -1.6834
C -1.3155 0.8406 -2.4856
C -2.5913 0.7555 -1.4110
C -3.0591 -0.8261 -1.1267
C -4.0311 -1.4635 -2.2706
C -4.3901 -3.0587 -1.8958
C -3.6485 -3.4706 -0.4976
N -2.8080 -2.7067 0.4433
N -2.5258 -1.4171 0.1294
H 1.4352 -1.9863 0.5747
H 0.2230 -3.1282 0.6218
H 1.8552 -2.8071 -1.4797
H 0.0944 -3.4717 -1.5866
H 1.0381 -1.1995 -3.1774
H -0.7535 -1.7299 -2.9341
H -0.3015 0.1788 -0.5505
H 0.9016 0.8412 -1.9538
H -1.1176 1.9483 -2.8181
H -1.6343 0.2052 -3.4360
H -3.5363 1.3386 -1.8069
H -2.2889 1.2584 -0.3888
H -4.4434 -0.9272 -3.2336
H -5.0445 -3.7459 -2.5815
H -3.8250 -4.6110 -0.1820
H -1.9111 -0.8598 0.7956
C -1.7336 -6.3574 -3.6647
C -0.4087 -6.6589 -4.3339
C 0.2409 -7.9147 -3.8320
O 1.6195 -7.6503 -4.0203
C 1.7642 -6.2918 -3.9695
O 2.8361 -5.7155 -3.8925
O 0.5504 -5.6660 -4.0126
H -2.2023 -5.4867 -4.1343
H -2.4231 -7.2048 -3.7407
H -1.5946 -6.1044 -2.6080
H -0.5284 -6.6805 -5.4237
H -0.0630 -8.7950 -4.4050
H 0.0645 -8.1037 -2.7672
C 3.2128 2.6546 2.6633
C 2.0430 2.6639 1.7013
C 0.9619 3.6302 2.0863
O -0.2018 3.0278 1.5489
C 0.0460 1.6845 1.4963
O -0.8014 0.8355 1.2767
O 1.3664 1.4187 1.7258
H 4.0068 2.0038 2.2832
H 3.6257 3.6594 2.8020
H 2.9198 2.2515 3.6388
H 2.3926 2.8444 0.6777
H 1.1179 4.6208 1.6502
H 0.8323 3.7338 3.1695
C 3.3030 -5.8562 -0.1490
C 3.5025 -6.2188 1.3080
C 2.2220 -6.2840 2.0871
O 2.6369 -5.9487 3.3991
C 3.7553 -5.1739 3.2659
O 4.2666 -4.5401 4.1736
O 4.2219 -5.2004 1.9820
H 4.2557 -5.9154 -0.6849
H 2.5897 -6.5298 -0.6356
H 2.9492 -4.8250 -0.2553
H 4.0691 -7.1537 1.3940
H 1.7769 -7.2826 2.0686
H 1.4731 -5.5535 1.7610
C -3.1616 1.2365 3.4028
C -4.1049 2.4206 3.4474
C -3.6919 3.5465 2.5460
O -4.2178 4.6841 3.2056
C -4.2899 4.3641 4.5327
O -4.5060 5.1673 5.4245
O -4.0842 3.0276 4.7281
H -3.5616 0.4144 4.0050
H -3.0177 0.8770 2.3784
H -2.1863 1.4911 3.8317
H -5.1317 2.0981 3.2370
H -4.1189 3.4520 1.5438
H -2.6057 3.6639 2.4613
C 6.0512 -3.9395 -2.8682
C 5.1079 -2.7554 -2.8236
C 5.5209 -1.6294 -3.7249
O 4.9950 -0.4918 -3.0654
C 4.9229 -0.8118 -1.7383
O 4.7068 -0.0087 -0.8465
O 5.1286 -2.1484 -1.5429
H 5.6512 -4.7616 -2.2660
H 6.1951 -4.2990 -3.8926
H 7.0264 -3.6849 -2.4392
H 4.0811 -3.0779 -3.0339
H 5.0939 -1.7239 -4.7271
H 6.6071 -1.5120 -3.8096
C -8.7371 5.6550 0.5969
C -8.0129 4.5910 -0.2015
C -8.6246 3.2274 -0.0705
O -7.5162 2.3675 -0.2646
C -6.4082 3.0705 0.1187
O -5.3025 2.5815 0.2771
O -6.7040 4.3915 0.3044
H -8.3053 6.6394 0.3896
H -9.8034 5.6857 0.3493
H -8.6256 5.4864 1.6735
H -7.9323 4.8921 -1.2528
H -9.3909 3.0432 -0.8285
H -9.0488 3.0309 0.9206
C 4.8112 2.4882 -3.7687
C 5.8297 3.5343 -4.1716
C 5.2122 4.7957 -4.6994
O 6.2019 5.2795 -5.5896
C 6.9066 4.1884 -6.0159
O 7.7022 4.2000 -6.9400
O 6.5995 3.0836 -5.2731
H 5.3139 1.6325 -3.3068
H 4.0850 2.8900 -3.0542
H 4.2753 2.1006 -4.6419
H 6.5117 3.7429 -3.3387
H 5.0188 5.5244 -3.9074
H 4.2879 4.6282 -5.2636
C -1.4888 3.2244 7.9842
C -0.4703 4.2705 7.5814
C -1.0878 5.5318 7.0535
O -0.0981 6.0156 6.1633
C 0.6066 4.9246 5.7370
O 1.4022 4.9362 4.8129
O 0.2995 3.8197 6.4799
H -0.9861 2.3686 8.4461
H -2.2150 3.6262 8.6987
H -2.0247 2.8367 7.1110
H 0.2117 4.4791 8.4143
H -1.2812 6.2606 7.8455
H -2.0121 5.3643 6.4894
```

Output
Kohn-Sham gap	0.258	Eh
net charge	+1
HOMO energy	-11.86	eV

Atomic partial charges in e from the Mulliken method, atoms 1 to 2: atom 1 (N): -0.437, atom 2 (C): 0.369

=====

Record 2
Density functional theory data (ωB97M-V/def2-TZVPD) for a cluster of 15 separate species, C18H62F3N28O16 in total at a distorted geometry.

XYZ file:
```
127
C18H62F3N28O16 ωB97M-V/def2-TZVPD
C 3.5238 24.8432 1.4621
O 2.4113 25.6968 1.0882
O 4.4628 25.7225 2.1094
C 3.1419 23.5809 2.2544
F 4.1706 22.7304 2.5747
F 2.4616 23.6257 3.4432
F 2.2094 22.7772 1.5224
C 1.7134 25.3680 -0.0935
C 0.9425 26.6006 -0.6322
H 0.6439 26.2393 -1.6163
H 0.1737 26.9448 0.0596
H 1.5508 27.4997 -0.7300
H 1.0860 24.4835 0.0166
H 2.4552 25.1457 -0.8606
H 4.0538 24.3902 0.6242
C 3.6992 20.1325 -3.4504
O 4.5280 20.2951 -2.6115
N 3.2075 18.9528 -3.9031
N 3.2005 21.2227 -3.8729
H 2.4773 19.1731 -4.5653
H 3.8138 18.1453 -3.9237
H 2.3819 21.2260 -4.4645
H 3.5695 22.1211 -3.5958
C -2.6639 26.4625 4.0849
O -2.9559 27.1601 3.1101
N -1.5355 25.9490 4.2475
N -3.3753 26.3846 5.1616
H -0.9695 25.9712 3.4113
H -1.1402 25.8080 5.1662
H -3.0741 25.8253 5.9469
H -4.2514 26.8730 5.0436
C 10.0773 26.1891 2.8086
O 11.2439 26.3234 2.7300
N 9.2319 27.1754 2.5051
N 9.4361 25.0811 3.1341
H 8.2237 27.1817 2.5646
H 9.6963 27.9456 2.0454
H 10.0080 24.3431 3.5193
H 8.4309 25.1722 3.0968
C -2.5223 32.3448 0.4948
O -1.3575 32.4114 0.0879
N -3.3038 33.2810 0.3580
N -2.9886 31.3279 1.1949
H -4.2664 33.0581 0.5676
H -3.0035 34.0423 -0.2339
H -3.9287 31.2075 1.5438
H -2.2397 30.6528 1.2545
C 3.0960 18.6167 7.5007
O 2.1162 17.9595 7.8492
N 3.1054 19.7128 6.7792
N 4.2498 18.4176 7.9639
H 2.2522 20.0435 6.3518
H 4.0086 20.1516 6.6703
H 4.3451 17.6713 8.6377
H 5.0847 18.8930 7.6524
C -3.5382 24.1397 -6.3493
O -3.5609 23.4820 -7.3712
N -4.3651 24.2080 -5.3464
N -2.4065 24.4589 -5.7894
H -5.2213 23.6735 -5.3106
H -4.4483 24.9705 -4.6893
H -2.5409 24.4643 -4.7884
H -1.5459 24.5932 -6.3008
C 8.4842 19.7031 4.0380
O 9.2925 20.5891 4.2247
N 7.4405 19.5112 4.8402
N 8.3456 19.1255 2.8637
H 7.5898 19.9658 5.7297
H 6.6355 18.9643 4.5702
H 8.8564 19.5698 2.1141
H 7.6719 18.4223 2.5959
C 8.2748 23.4119 -1.4409
O 7.9973 23.5667 -2.5723
N 7.7962 22.4095 -0.7866
N 9.3532 23.8763 -0.9323
H 8.1226 22.2766 0.1599
H 6.9418 21.9843 -1.1171
H 9.5542 23.6796 0.0378
H 9.7108 24.7729 -1.2294
C -1.0740 18.1301 -0.7443
O -0.4191 17.7371 0.1744
N -2.0463 17.4583 -1.2068
N -1.0362 19.3784 -1.2285
H -2.5870 18.0562 -1.8154
H -2.4847 16.7654 -0.6170
H -1.8327 19.6921 -1.7646
H -0.2831 19.9845 -0.9360
C 5.9800 29.0595 -1.5519
O 6.2043 30.0440 -2.2382
N 5.0605 28.7845 -0.6009
N 6.7825 28.0268 -1.4443
H 4.4060 29.5375 -0.4440
H 4.9657 27.8356 -0.2681
H 7.5576 27.8188 -2.0576
H 6.5204 27.4655 -0.6466
C 0.3927 24.9949 8.1477
O -0.6520 25.4750 8.1788
N 1.4992 25.7059 8.1740
N 0.6334 23.7951 7.6955
H 2.3428 25.2300 8.4603
H 1.5086 26.7099 8.2831
H -0.0951 23.1825 7.3579
H 1.6033 23.5134 7.7063
C 6.9012 25.1917 7.0553
O 7.5531 25.2623 8.0855
N 6.4689 24.1364 6.3838
N 6.6962 26.1751 6.2331
H 6.6160 23.3023 6.9339
H 6.1030 24.2029 5.4447
H 7.2958 26.9448 6.4942
H 6.2469 26.0398 5.3387
C 2.1665 30.1445 3.3675
O 1.8313 31.1045 4.0167
N 1.9293 29.8275 2.1398
N 2.8433 29.1132 3.7788
H 1.2216 30.4447 1.7678
H 2.1091 28.8609 1.9087
H 3.0625 28.4177 3.0799
H 3.1072 28.9874 4.7455
C -1.9408 20.5738 4.2500
O -0.8132 20.9127 4.5935
N -3.0021 20.9607 4.8843
N -2.3017 20.0555 3.1494
H -2.9188 21.4848 5.7436
H -3.8838 20.7136 4.4581
H -3.2127 19.6195 3.1451
H -1.6677 19.6886 2.4540
```

Output
Kohn-Sham gap	0.237	Eh
energy above the lowest of the compared OMol25 structures with the same formula, charge and spin	15.267	eV
net charge	-1
HOMO energy	-5.31	eV

Atomic partial charges in e from the Mulliken method, atoms 1 to 2: atom 1 (C): 0.011, atom 2 (O): -0.117

=====

Record 3
Density functional theory data (ωB97M-V/def2-TZVPD) for a structure of composition C3H5N2O2S at a distorted geometry.

XYZ file:
```
13
C3H5N2O2S ωB97M-V/def2-TZVPD
C 2.8699 0.3913 -0.9606
C 0.2752 0.1832 -0.3421
C -0.7255 -0.5429 0.5684
N 1.6524 -0.4967 0.0122
N 1.7094 -0.6531 1.4172
O 3.3014 1.4461 -0.5539
O 2.9892 -0.2590 -1.9556
S 0.3577 -1.5739 1.6357
H -0.0345 0.0296 -1.3929
H 0.3192 1.2845 0.0469
H -1.1733 0.1786 1.1156
H -1.3865 -1.2926 0.0616
H 1.6393 -1.3520 -0.4703
```

Output
Kohn-Sham gap	0.242	Eh
energy above the lowest of the compared OMol25 structures with the same formula, charge and spin	2.166	eV
net charge	-1
HOMO energy	-2.95	eV

Atomic partial charges in e from the Mulliken method, atoms 1 to 2: atom 1 (C): 0.630, atom 2 (C): -0.576

=====

Record 4
Density functional theory data (ωB97M-V/def2-TZVPD) for an isolated molecule of C4H9NSi at a distorted geometry.

XYZ file:
```
15
C4H9NSi ωB97M-V/def2-TZVPD
C 1.4555 0.7718 2.5369
C 0.8333 0.4384 1.5911
Si 0.1406 -0.0871 -0.0500
C 0.8054 0.5390 -1.7049
C -1.6809 0.5124 -0.0757
N 0.2284 -2.1465 -0.0099
H 1.8221 0.9317 3.4967
H 0.1805 0.1062 -2.4521
H 0.9015 1.6730 -1.6818
H 1.8038 0.2839 -1.9050
H -1.7201 1.6658 -0.1294
H -2.1747 0.1467 -1.0239
H -2.2036 0.2085 0.9409
H -0.5938 -2.5338 -0.4657
H 0.2020 -2.5101 0.9326
```

Output
Kohn-Sham gap	0.372	Eh
energy above the lowest of the compared OMol25 structures with the same formula, charge and spin	2.087	eV
net charge	0
HOMO energy	-9.24	eV
SMILES	C#C[Si](C)(C)N

Atomic partial charges in e from the Mulliken method, atoms 1 to 2: atom 1 (C): 0.535, atom 2 (C): -1.052

=====

Record 5
Density functional theory data (ωB97M-V/def2-TZVPD) for a structure of composition C51H48N3OsP2 at a distorted geometry.

XYZ file:
```
105
C51H48N3OsP2 ωB97M-V/def2-TZVPD
Os -0.3890 -0.2341 0.3480
C -2.9735 0.7430 -4.3069
C -1.5289 0.5160 -3.9951
C -0.5047 0.8179 -4.7808
C 0.9328 0.6001 -4.5931
C 1.6231 0.1922 -3.5278
C 1.1367 -0.2202 -2.1586
N -1.3277 -0.1722 -2.6961
C 2.0923 0.2969 -1.0793
C 3.4441 0.3484 -1.1217
C 4.2075 0.7112 0.0204
C 3.5949 0.7436 1.2531
C 2.2184 0.5773 1.3706
N 1.4385 0.6995 0.1534
C 1.5011 0.1920 2.5562
C 2.1027 0.2273 3.8159
C 1.3902 -0.1811 4.9194
C 0.0643 -0.5749 4.7675
C -0.5089 -0.5781 3.5112
C -1.9576 -0.9241 3.3393
N 0.2073 -0.2377 2.4114
H -3.0846 1.2626 -5.2550
H -3.4621 1.3430 -3.5293
H -3.5174 -0.2048 -4.3855
H -0.7687 1.2811 -5.7247
H 1.5191 0.8174 -5.4796
H 2.6961 0.1020 -3.6628
H 3.9727 0.0589 -2.0219
H 5.2784 0.8228 -0.0663
H 4.2100 0.8007 2.1424
H 3.1168 0.5843 3.9264
H 1.8550 -0.1866 5.8974
H -0.5266 -0.8686 5.6242
H -2.3919 -1.2261 4.2904
H -2.0978 -1.7374 2.6274
H -2.5093 -0.0539 2.9727
C -0.2462 0.2838 -1.7352
C -0.2043 1.8308 -1.7245
P 0.6407 2.2824 -0.1743
C 1.9417 3.4672 -0.3903
C 2.6448 3.5444 -1.5995
C 3.6954 4.4368 -1.7195
C 4.0493 5.2443 -0.6439
C 3.3475 5.1735 0.5534
C 2.2894 4.2907 0.6853
C -0.5229 2.9090 1.0443
C -0.3707 2.8015 2.4314
C -1.2919 3.4067 3.2706
C -2.3483 4.1418 2.7468
C -2.4773 4.2920 1.3710
C -1.5728 3.6791 0.5179
C 1.1606 -1.7620 -2.0735
P 0.9502 -2.2295 -0.2904
C 2.5975 -2.8322 0.1542
C 3.1344 -2.5514 1.4093
C 4.4020 -3.0080 1.7401
C 5.1331 -3.7476 0.8227
C 4.5832 -4.0607 -0.4165
C 3.3186 -3.6071 -0.7549
C -0.1660 -3.6514 -0.2268
C -1.0133 -3.7220 0.8821
C -1.8661 -4.8058 1.0470
C -1.8750 -5.8207 0.0979
C -1.0302 -5.7569 -1.0027
C -0.1717 -4.6793 -1.1688
H -1.1695 -1.1674 -2.8753
H -2.2024 -0.1283 -2.1822
H -1.2084 2.2537 -1.6971
H 0.3166 2.2713 -2.5768
H 2.3692 2.9231 -2.4430
H 4.2312 4.5136 -2.6573
H 4.8716 5.9420 -0.7447
H 3.6151 5.8211 1.3786
H 1.7324 4.2524 1.6133
H 0.4687 2.2768 2.8620
H -1.1746 3.3168 4.3437
H -3.0585 4.6190 3.4110
H -3.2747 4.8976 0.9580
H -1.6703 3.8422 -0.5486
H 2.1133 -2.1183 -2.4604
H 0.3781 -2.2291 -2.6804
H 2.5528 -1.9970 2.1352
H 4.8160 -2.7966 2.7184
H 6.1263 -4.0971 1.0736
H 5.1382 -4.6675 -1.1203
H 2.9012 -3.8890 -1.7149
H -0.9705 -2.9369 1.6252
H -2.5126 -4.8664 1.9145
H -2.5368 -6.6693 0.2209
H -1.0335 -6.5584 -1.7312
H 0.4925 -4.6518 -2.0258
C -2.7756 -0.2329 0.0926
C -4.1657 -0.2708 0.0562
C -4.8640 -1.4994 -0.1120
C -6.2347 -1.5207 -0.1310
C -6.9572 -0.3300 0.0064
C -6.2912 0.8933 0.1538
C -4.9210 0.9298 0.1743
H -2.3038 0.7370 0.3107
H -2.2239 -1.1967 0.1405
H -4.2987 -2.4205 -0.2159
H -6.7615 -2.4587 -0.2497
H -8.0403 -0.3547 0.0039
H -6.8611 1.8075 0.2562
H -4.3981 1.8727 0.3021
```

Output
Kohn-Sham gap (spin up / spin down)	0.127 / 0.126	Eh
energy above the lowest of the compared OMol25 structures with the same formula, charge and spin	1.013	eV
net charge	+3
HOMO energy (spin up / spin down)	-13.60 / -13.58	eV

Atomic partial charges in e from the Mulliken method, atoms 1 to 2: atom 1 (Os): 1.645, atom 2 (C): -1.593

=====

Record 6
Density functional theory data (ωB97M-V/def2-TZVPD) for a structure of composition C37H28InN10S.

XYZ file:
```
77
C37H28InN10S ωB97M-V/def2-TZVPD
In -0.0712 -0.1538 0.6409
C -0.5896 0.9182 -5.8712
C -1.5828 1.8301 -5.4863
C -2.0008 1.9238 -4.1707
C -1.3895 1.0906 -3.2415
C -1.5907 0.9195 -1.8057
N -2.5041 1.5563 -1.1003
C -2.7337 1.3875 0.1972
C -3.8718 1.9291 0.9186
C -4.9411 2.7192 0.5126
C -5.8866 3.0494 1.4670
C -5.7799 2.5949 2.7891
C -4.7230 1.7992 3.1926
C -3.7649 1.4765 2.2396
C -2.5583 0.6694 2.3094
N -2.1412 0.0338 3.4095
C -1.1571 -0.8291 3.4538
N -0.3395 -1.2334 2.4328
C 0.5078 -2.2262 2.8535
N 1.3589 -2.9175 2.1392
C 1.5300 -2.8042 0.8166
N 1.0210 -1.8542 -0.0066
C 1.3365 -2.1303 -1.3098
N 0.9525 -1.4597 -2.3936
C 0.0301 -0.5187 -2.4194
N -0.7150 -0.0414 -1.3767
C -0.3943 0.1873 -3.6248
C 0.0140 0.0821 -4.9485
C 2.1693 -3.3171 -1.3212
C 2.7669 -4.0263 -2.3583
C 3.4901 -5.1551 -2.0227
C 3.6080 -5.5795 -0.6903
C 3.0051 -4.8852 0.3409
C 2.2864 -3.7416 0.0089
C 0.2484 -2.4527 4.2794
C 0.8167 -3.3319 5.1852
C 0.3253 -3.3125 6.4830
C -0.7089 -2.4489 6.8546
C -1.2826 -1.5768 5.9412
C -0.7820 -1.5899 4.6505
N -1.9782 0.6715 1.0866
H -0.3009 0.8619 -6.9120
H -2.0365 2.4606 -6.2382
H -2.7783 2.6125 -3.8701
H -5.0252 3.0577 -0.5103
H -6.7291 3.6688 1.1907
H -6.5433 2.8715 3.5030
H -4.6386 1.4383 4.2079
H 0.7702 -0.6332 -5.2408
H 2.6651 -3.7025 -3.3839
H 3.9729 -5.7298 -2.8013
H 4.1794 -6.4707 -0.4715
H 3.0860 -5.2099 1.3682
H 1.6111 -4.0013 4.8879
H 0.7469 -3.9797 7.2223
H -1.0684 -2.4678 7.8742
H -2.0871 -0.9103 6.2186
C 3.6341 0.4872 -0.6657
N 2.7020 1.4291 -1.2818
C 2.7096 1.3852 -2.7442
C 1.8583 2.1878 -0.5813
S 1.4511 1.7916 1.0671
N 1.3407 3.2895 -1.1361
C 2.1034 4.1240 -2.0644
C 0.1662 3.9534 -0.5767
H 4.6163 0.6403 -1.1133
H 3.3112 -0.5356 -0.8664
H 3.6909 0.6560 0.4041
H 2.7925 0.3363 -3.0321
H 3.5524 1.9339 -3.1645
H 1.7741 1.7767 -3.1338
H 3.1373 3.7978 -2.1038
H 2.0823 5.1450 -1.6842
H 1.6751 4.1115 -3.0665
H -0.5139 3.2272 -0.1456
H -0.3399 4.4636 -1.3951
H 0.4516 4.6810 0.1843
```

Output
Kohn-Sham gap (spin up / spin down)	0.185 / 0.183	Eh
energy above the lowest of the compared OMol25 structures with the same formula, charge and spin	0.000	eV
net charge	+1
HOMO energy (spin up / spin down)	-9.17 / -9.14	eV

Atomic partial charges in e from the Mulliken method, atoms 1 to 2: atom 1 (In): 1.494, atom 2 (C): -0.781